one | ORCA calculation (ωB97M-V with the def2-TZVPD basis set) on C44H53IN2O2PRu as an isolated structure.

Last column: Löwdin charge in e.
Cartesian coordinates (Å):
Ru (1.15093, 1.65782, 0.02026)  1.00
O (1.79953, 0.08578, -1.01130)  -0.31
C (2.58441, -0.77159, -0.36826)  -0.35
C (3.39408, -1.63153, -1.12235)  0.00
C (4.23904, -2.52476, -0.49191)  -0.08
C (4.32169, -2.57989, 0.89771)  -0.09
C (3.53928, -1.73078, 1.65486)  -0.04
C (2.66421, -0.83400, 1.04299)  -0.17
C (1.83033, 0.06828, 1.82872)  -0.25
N (2.02816, 0.49410, 2.99838)  0.07
C (1.04190, 1.44462, 3.50121)  -0.20
C (1.29816, 2.87224, 3.02015)  -0.19
N (0.76422, 3.10331, 1.67165)  -0.04
C (0.12300, 4.20067, 1.49933)  -0.09
C (-0.75075, 4.48062, 0.38564)  -0.19
C (-1.20290, 5.78624, 0.16084)  -0.05
C (-2.17695, 6.05467, -0.77481)  -0.10
C (-2.75606, 4.98579, -1.46494)  -0.08
C (-2.36298, 3.68585, -1.24111)  -0.03
C (-1.32513, 3.38626, -0.32531)  -0.48
O (-0.93690, 2.16665, -0.15432)  -0.30
H (3.34466, -1.56595, -2.20133)  0.12
H (4.85541, -3.18372, -1.09139)  0.10
H (4.99664, -3.27629, 1.37681)  0.10
H (3.58944, -1.74403, 2.73669)  0.11
H (0.83321, 0.27172, 1.32901)  0.06
H (1.09240, 1.43276, 4.58999)  0.11
H (0.02427, 1.15736, 3.20315)  0.11
H (2.36356, 3.10017, 3.05095)  0.11
H (0.79041, 3.55099, 3.70972)  0.11
H (0.12648, 4.94754, 2.29832)  0.13
H (-0.76777, 6.59285, 0.74120)  0.11
H (-2.50560, 7.06803, -0.95786)  0.10
H (-3.53560, 5.18228, -2.19171)  0.10
H (-2.82199, 2.86059, -1.77096)  0.11
I (1.14997, 2.83949, -2.21850)  1.41
C (3.19107, 2.49992, -2.44375)  -0.57
C (3.79731, 2.59794, -3.65947)  -0.14
C (5.19919, 2.49073, -3.72875)  -0.08
C (5.91987, 2.34868, -2.57871)  -0.03
C (5.28754, 2.26711, -1.31425)  -0.17
C (6.05566, 2.18451, -0.12893)  -0.04
C (5.41893, 2.13339, 1.07127)  -0.06
C (4.00978, 2.08116, 1.13751)  -0.11
C (3.18790, 2.11493, 0.03659)  -0.20
C (3.87094, 2.28877, -1.22385)  -0.24
H (3.21734, 2.76611, -4.55741)  0.10
H (5.69462, 2.54744, -4.68841)  0.10
H (7.00161, 2.30213, -2.61164)  0.11
H (7.13597, 2.17164, -0.19984)  0.11
H (5.98585, 2.08157, 1.99241)  0.11
H (3.59719, 1.91602, 2.11813)  0.06
C (-5.70896, -0.47102, 1.04577)  -0.20
C (-5.19036, 0.16472, -0.25349)  -0.19
C (-3.65804, 0.19877, -0.29407)  -0.23
C (-3.07428, -1.04789, 0.38139)  -0.44
C (-3.39398, -0.97704, 1.88933)  -0.21
C (-4.71135, -0.23946, 2.17351)  -0.20
P (-1.24412, -1.12089, 0.09999)  1.13
C (-0.62499, -2.59178, 1.06094)  -0.44
C (-0.52382, -2.35608, 2.57236)  -0.22
C (0.52112, -3.30173, 3.17764)  -0.18
C (0.53119, -4.66039, 2.45735)  -0.20
C (-0.85606, -4.98040, 1.91117)  -0.19
C (-1.26408, -3.96926, 0.82410)  -0.19
C (-1.04708, -1.74913, -1.64632)  -0.41
C (-0.92315, -0.58666, -2.64879)  -0.24
C (-0.94077, -1.12014, -4.07551)  -0.19
C (-2.30808, -1.72994, -4.42437)  -0.19
C (-3.02977, -2.24342, -3.17316)  -0.20
C (-2.04268, -2.81859, -2.16215)  -0.20
H (-5.84381, -1.54873, 0.90971)  0.11
H (-6.69255, -0.07166, 1.29958)  0.10
H (-5.57718, 1.18255, -0.35250)  0.11
H (-5.56953, -0.39449, -1.11384)  0.10
H (-3.26648, 1.07864, 0.22360)  0.10
H (-3.31743, 0.30004, -1.32342)  0.08
H (-3.57167, -1.93220, -0.03364)  0.10
H (-2.57832, -0.47770, 2.42249)  0.10
H (-3.44835, -1.99233, 2.28999)  0.10
H (-4.52435, 0.83454, 2.26684)  0.11
H (-5.11686, -0.56327, 3.13424)  0.11
H (0.41121, -2.63240, 0.69131)  0.10
H (-1.49953, -2.54309, 3.02654)  0.10
H (-0.28109, -1.31662, 2.80889)  0.08
H (0.31472, -3.44147, 4.24213)  0.11
H (1.51062, -2.84378, 3.11037)  0.08
H (0.87483, -5.44494, 3.13398)  0.11
H (1.24711, -4.63940, 1.62976)  0.11
H (-1.57441, -4.95191, 2.73650)  0.11
H (-0.89763, -5.99482, 1.50969)  0.11
H (-2.35495, -3.87901, 0.80155)  0.10
H (-0.96583, -4.34341, -0.15739)  0.10
H (-0.05047, -2.20858, -1.60661)  0.10
H (0.00123, -0.05216, -2.44471)  0.04
H (-1.73146, 0.13896, -2.51943)  0.09
H (-0.15543, -1.87764, -4.17028)  0.11
H (-0.68372, -0.33036, -4.78520)  0.11
H (-2.17640, -2.55015, -5.13491)  0.10
H (-2.93237, -0.98752, -4.92815)  0.10
H (-3.77216, -2.99651, -3.44787)  0.11
H (-3.58957, -1.43093, -2.70321)  0.09
H (-1.48509, -3.63096, -2.64121)  0.12
H (-2.58740, -3.28454, -1.34287)  0.07

Results
gap between HOMO and LUMO (alpha / beta)	0.26136 / 0.24937	hartree
HOMO (alpha / beta)	-7.6 / -7.6	eV
spin multiplicity	2
charge	0
<S²>	0.76

two | ORCA calculation (ωB97M-V with the def2-TZVPD basis set) on C44H53IN2O2PRu as an isolated structure.

Last column: Löwdin charge in e.
Cartesian coordinates (Å):
Ru (-0.12311, -0.73601, -0.49264)  1.06
O (-1.61127, 0.52965, -0.85168)  -0.29
C (-2.58030, 0.67893, 0.03866)  -0.36
C (-3.82954, 1.14329, -0.38773)  0.00
C (-4.85372, 1.29554, 0.52432)  -0.08
C (-4.67556, 0.98510, 1.87273)  -0.09
C (-3.44716, 0.52856, 2.30762)  -0.04
C (-2.39212, 0.38536, 1.40853)  -0.17
C (-1.07070, -0.08327, 1.83199)  -0.23
N (-0.79008, -0.77887, 2.84658)  0.07
C (0.60007, -1.19567, 2.98322)  -0.20
C (0.91911, -2.43304, 2.14205)  -0.19
N (1.20216, -2.07440, 0.74679)  -0.04
C (2.09976, -2.78585, 0.16598)  -0.09
C (2.73767, -2.45875, -1.08397)  -0.18
C (3.57738, -3.39371, -1.70002)  -0.05
C (4.31076, -3.06225, -2.81794)  -0.10
C (4.23870, -1.75280, -3.30402)  -0.08
C (3.44798, -0.79992, -2.70213)  -0.04
C (2.64946, -1.12854, -1.58192)  -0.49
O (1.88754, -0.23486, -1.03649)  -0.31
H (-3.96928, 1.36014, -1.43850)  0.12
H (-5.81650, 1.65293, 0.18164)  0.10
H (-5.49575, 1.09638, 2.56841)  0.10
H (-3.27614, 0.27708, 3.34628)  0.11
H (-0.24582, 0.32924, 1.18328)  0.06
H (0.77648, -1.43495, 4.03197)  0.11
H (1.29656, -0.39709, 2.69456)  0.11
H (0.10942, -3.16043, 2.20272)  0.11
H (1.81655, -2.89897, 2.55714)  0.11
H (2.51483, -3.64970, 0.69672)  0.13
H (3.64194, -4.39111, -1.27990)  0.11
H (4.94615, -3.79162, -3.29955)  0.10
H (4.82295, -1.47753, -4.17404)  0.10
H (3.40388, 0.21518, -3.07499)  0.11
I (-0.13378, -1.34021, -3.11208)  1.38
C (-2.11667, -1.91206, -2.93944)  -0.59
C (-2.89769, -2.02843, -4.05247)  -0.14
C (-4.20401, -2.53597, -3.91821)  -0.08
C (-4.63972, -2.94800, -2.69313)  -0.03
C (-3.81877, -2.84928, -1.54396)  -0.17
C (-4.26966, -3.35580, -0.30153)  -0.04
C (-3.44578, -3.29846, 0.77732)  -0.06
C (-2.18954, -2.65858, 0.68530)  -0.11
C (-1.69488, -2.09548, -0.46689)  -0.21
C (-2.52617, -2.26798, -1.63514)  -0.24
H (-2.51941, -1.74946, -5.02618)  0.09
H (-4.83908, -2.62032, -4.78889)  0.10
H (-5.62833, -3.37424, -2.57753)  0.11
H (-5.25927, -3.79013, -0.23705)  0.11
H (-3.76685, -3.68686, 1.73541)  0.11
H (-1.64758, -2.55835, 1.61091)  0.06
C (5.21953, 4.09956, 0.21545)  -0.20
C (4.71841, 3.58950, -1.14525)  -0.19
C (3.40551, 2.80791, -1.00961)  -0.22
C (2.53192, 3.42462, 0.08723)  -0.44
C (3.22171, 3.19891, 1.44768)  -0.21
C (4.75328, 3.16675, 1.32645)  -0.20
P (0.83964, 2.67601, 0.06075)  1.13
C (-0.10490, 3.47458, 1.45216)  -0.44
C (0.26452, 2.97017, 2.85316)  -0.22
C (-0.91403, 3.18718, 3.81180)  -0.18
C (-1.67569, 4.48145, 3.47995)  -0.20
C (-0.73313, 5.50581, 2.85628)  -0.19
C (-0.19952, 5.00771, 1.50025)  -0.19
C (-0.00880, 3.47520, -1.39723)  -0.42
C (0.13049, 2.61399, -2.66468)  -0.24
C (-0.42679, 3.35965, -3.87115)  -0.19
C (0.42114, 4.59936, -4.19894)  -0.19
C (1.14418, 5.13201, -2.95651)  -0.20
C (0.29209, 4.96252, -1.70239)  -0.20
H (4.82596, 5.10201, 0.40982)  0.11
H (6.30691, 4.19400, 0.20976)  0.10
H (5.47468, 2.94662, -1.60323)  0.11
H (4.57567, 4.43368, -1.82582)  0.10
H (3.59242, 1.76285, -0.74864)  0.10
H (2.88946, 2.77718, -1.97057)  0.08
H (2.46860, 4.50324, -0.09339)  0.10
H (2.87262, 2.26166, 1.89240)  0.10
H (2.92882, 3.99761, 2.13369)  0.10
H (5.08932, 2.15046, 1.10250)  0.11
H (5.20499, 3.43575, 2.28347)  0.11
H (-1.11204, 3.08402, 1.24110)  0.10
H (1.13906, 3.51764, 3.21051)  0.10
H (0.55522, 1.91794, 2.84462)  0.08
H (-0.54661, 3.22294, 4.84075)  0.11
H (-1.59292, 2.33446, 3.75282)  0.09
H (-2.14422, 4.88373, 4.38005)  0.11
H (-2.49041, 4.26977, 2.78067)  0.11
H (0.09913, 5.68436, 3.54370)  0.11
H (-1.23142, 6.46853, 2.72621)  0.11
H (0.78279, 5.45103, 1.30997)  0.10
H (-0.85681, 5.35464, 0.69988)  0.10
H (-1.06625, 3.39945, -1.10885)  0.11
H (-0.40455, 1.68052, -2.50746)  0.04
H (1.17556, 2.34472, -2.85100)  0.09
H (-1.45672, 3.65620, -3.64723)  0.11
H (-0.48296, 2.69776, -4.73819)  0.10
H (-0.21565, 5.38377, -4.61529)  0.10
H (1.15322, 4.35695, -4.97308)  0.10
H (1.40047, 6.18509, -3.09454)  0.11
H (2.09337, 4.60798, -2.81972)  0.09
H (-0.65275, 5.49671, -1.84831)  0.12
H (0.77644, 5.45635, -0.86011)  0.07

Results
gap between HOMO and LUMO (alpha / beta)	0.25106 / 0.25107	hartree
HOMO (alpha / beta)	-7.6 / -7.6	eV
spin multiplicity	2
charge	0
<S²>	0.76

Of them, two has the lowest stability.

one | ORCA calculation (ωB97M-V with the def2-TZVPD basis set) on a 2-piece molecular cluster, C3H12N2OS overall.

Last column: Löwdin charge in e.
Cartesian coordinates (Å):
N (-1.21769, -2.57470, 1.23475)  0.02
C (-0.32635, -1.42073, 1.36654)  -0.31
N (-0.00704, -0.90024, 0.02713)  -0.09
C (1.30527, -0.23690, -0.11035)  -0.33
C (1.56681, 1.06373, 0.58478)  -0.52
S (0.36204, 2.35823, 0.04464)  0.68
H (-0.63982, -3.39555, 1.33556)  0.06
H (-1.72519, -2.46463, 0.39461)  0.04
H (0.64903, -1.52644, 1.86083)  0.11
H (-0.66149, -0.59574, 2.00407)  0.10
H (-0.65678, -0.27884, -0.43977)  0.05
H (1.55690, -0.28145, -1.16990)  0.11
H (1.99789, -0.98615, 0.31549)  0.11
H (2.52971, 1.47818, 0.27544)  0.06
H (1.61824, 1.04040, 1.66869)  0.07
H (0.20267, 2.01683, -1.21702)  -0.17
O (-1.76594, -0.43797, -2.59560)  -0.05
H (-2.29070, -0.21292, -1.82987)  0.02
H (-1.51981, -1.34601, -2.42782)  0.03

Results
gap between HOMO and LUMO	0.35944	hartree
HOMO	-9.1	eV
spin multiplicity	1
charge	0

two | ORCA calculation (ωB97M-V with the def2-TZVPD basis set) on a 2-piece molecular cluster, C3H12N2OS overall.

Last column: Löwdin charge in e.
Cartesian coordinates (Å):
N (-2.14217, 0.72822, -0.04675)  -0.01
C (-1.65321, -0.51092, -0.85998)  -0.27
N (-0.43699, -1.10202, -0.34197)  -0.07
C (0.77329, -0.38249, -0.80794)  -0.32
C (1.96357, -0.76565, 0.01666)  -0.57
S (3.45541, 0.27172, -0.30245)  0.68
H (-2.87638, 1.07883, -0.65735)  0.06
H (-2.64661, 0.26417, 0.70907)  0.06
H (-1.51596, -0.14003, -1.86481)  0.11
H (-2.46081, -1.24812, -0.81062)  0.10
H (-0.47935, -1.04076, 0.66943)  0.09
H (0.59395, 0.67890, -0.58622)  0.09
H (0.90261, -0.47174, -1.88544)  0.12
H (2.28428, -1.79889, -0.13893)  0.07
H (1.74916, -0.63855, 1.07789)  0.05
H (2.78776, 1.40549, -0.01842)  -0.15
O (0.20835, 0.97100, 1.91111)  -0.07
H (-0.65380, 0.95444, 1.45889)  0.00
H (0.14690, 1.74639, 2.47785)  0.05

Results
gap between HOMO and LUMO	0.34974	hartree
HOMO	-8.8	eV
spin multiplicity	1
charge	0

Of them, one has the lowest stability.

one | ORCA calculation (ωB97M-V with the def2-TZVPD basis set) on a 2-piece molecular cluster, C3H12N2OS overall.

Last column: Löwdin charge in e.
Cartesian coordinates (Å):
N (-0.17846, -2.78697, 1.74365)  -0.01
C (0.36100, -1.97892, 0.45039)  -0.18
C (0.14800, -0.43851, 0.32300)  -0.43
N (0.44326, -0.10738, -1.14394)  -0.03
C (0.61515, 0.50848, 1.41495)  -0.44
S (1.63474, 2.00831, 0.76861)  0.67
H (0.52779, -3.52536, 1.87606)  0.05
H (-1.06838, -3.18591, 1.46711)  0.04
H (0.13043, -2.47437, -0.45377)  0.06
H (1.46560, -2.31533, 0.52639)  0.13
H (-0.91382, -0.17897, 0.49859)  0.12
H (-0.30426, 0.54678, -1.61348)  0.12
H (0.28125, -0.95503, -1.67901)  0.04
H (1.40236, 0.02762, 2.05738)  0.07
H (-0.20966, 1.13905, 1.89135)  0.08
H (1.28621, 1.67966, -0.37685)  -0.28
O (-2.07508, 3.78005, -2.33736)  -0.11
H (-2.43392, 4.25699, -3.13485)  0.06
H (-1.11222, 3.99979, -2.27821)  0.05

Results
gap between HOMO and LUMO	0.33820	hartree
HOMO	-8.6	eV
spin multiplicity	1
charge	0

two | ORCA calculation (ωB97M-V with the def2-TZVPD basis set) on a 2-piece molecular cluster, C3H12N2OS overall.

Last column: Löwdin charge in e.
Cartesian coordinates (Å):
N (-1.85024, -0.65958, -0.63243)  -0.03
C (-0.41035, -0.81798, -0.84201)  -0.26
C (0.40716, -0.07730, 0.25491)  -0.52
N (0.33432, 1.32917, 0.16810)  0.03
C (1.82805, -0.59719, 0.11280)  -0.54
S (3.05016, 0.33957, 1.11678)  0.71
H (-2.27497, -1.50090, -0.18629)  0.09
H (-2.38272, -0.65953, -1.54394)  0.10
H (-0.14346, -0.52133, -1.83719)  0.10
H (-0.14915, -1.94261, -0.82943)  0.13
H (0.04298, -0.55733, 1.16678)  0.14
H (0.90037, 1.73562, -0.53126)  0.06
H (0.75589, 1.72153, 1.04482)  0.08
H (2.20708, -0.39625, -0.92554)  0.08
H (1.78998, -1.68610, 0.40467)  0.09
H (3.79565, 0.26981, 0.03940)  -0.16
O (-2.84720, 1.44349, 1.39844)  -0.12
H (-2.55878, 0.60505, 0.99753)  -0.03
H (-2.49477, 1.97182, 0.62387)  0.05

Results
gap between HOMO and LUMO	0.36632	hartree
HOMO	-9.3	eV
spin multiplicity	1
charge	0

Of them, one has the lowest stability.